Entry from the OMol25 dataset: C21H42O7 as an isolated structure at a distorted geometry (ωB97M-V/def2-TZVPD).

Calculated values
- Lowest unoccupied orbital energy: -0.201 eV
- Relative energy (zero: lowest compared OMol25 entry of this formula, charge and spin): 1900.6 kJ/mol
- Orbital gap: 0.309 hartree
- E: -36770.5323 eV
- Net charge: 0

Geometry as XYZ:
```
70
C21H42O7 | the OMol25 dataset | ωB97M-V/def2-TZVPD
C 1.486 4.124 -0.532
C 1.982 3.526 -1.816
O 2.891 4.092 -2.411
C 1.311 2.281 -2.373
H 2.343 4.553 -0.013
H 0.965 3.366 0.053
H 0.713 4.862 -0.745
H 1.870 1.968 -3.254
H 0.257 2.381 -2.631
H 1.413 1.477 -1.644
C -3.101 -3.741 -1.332
C -2.106 -3.224 -0.360
O -2.357 -2.259 0.377
C -0.684 -3.680 -0.416
H -3.065 -3.083 -2.201
H -4.102 -3.742 -0.900
H -2.840 -4.750 -1.651
H -0.223 -3.229 -1.295
H -0.631 -4.756 -0.582
H -0.032 -3.527 0.444
C 1.388 0.130 0.363
C 0.449 -0.264 -0.697
O 0.069 0.575 -1.474
C 0.015 -1.679 -0.901
H 2.151 -0.640 0.480
H 0.930 0.183 1.350
H 1.767 1.114 0.085
H -0.924 -1.778 -1.446
H -0.303 -2.173 0.017
H 0.858 -2.125 -1.429
C 2.522 2.632 1.122
C 1.453 2.015 1.990
O 0.351 1.717 1.577
C 1.938 1.635 3.391
H 3.394 1.992 0.988
H 2.892 3.573 1.529
H 2.105 2.843 0.137
H 1.091 1.316 3.998
H 2.382 2.507 3.871
H 2.640 0.825 3.193
C -1.431 2.337 -1.005
C -1.888 2.140 0.419
O -2.819 2.828 0.886
C -1.519 0.847 1.078
H -1.291 1.366 -1.480
H -0.485 2.876 -1.068
H -2.178 2.836 -1.621
H -1.810 0.015 0.437
H -2.110 0.848 1.994
H -0.459 0.923 1.320
C 1.645 -2.475 1.858
C 2.472 -2.036 3.065
O 3.329 -2.714 3.545
C 2.121 -0.677 3.673
H 2.284 -2.858 1.062
H 0.976 -1.715 1.456
H 1.035 -3.330 2.147
H 1.038 -0.560 3.637
H 2.683 0.087 3.134
H 2.387 -0.790 4.724
C -1.860 -1.510 -3.285
C -2.907 -0.610 -2.674
O -3.270 0.319 -3.348
C -3.470 -0.919 -1.350
H -1.138 -0.904 -3.834
H -2.369 -2.179 -3.979
H -1.335 -2.176 -2.602
H -4.540 -0.713 -1.322
H -3.004 -0.310 -0.576
H -3.347 -1.984 -1.154
```



Entry from the OMol25 dataset: C21H43BO2P2Tc as an isolated structure at a distorted geometry (ωB97M-V/def2-TZVPD).

Calculated values
- Lowest unoccupied orbital energy (alpha / beta): -5.833 / -9.323 eV
- Relative energy (zero: lowest compared OMol25 entry of this formula, charge and spin): 181.4 kJ/mol
- Orbital gap (alpha / beta): 0.273 / 0.115 hartree
- E: -48002.3914 eV
- Net charge: +2
- Spin multiplicity: 4

Geometry as XYZ:
```
70
C21H43BO2P2Tc | the OMol25 dataset | ωB97M-V/def2-TZVPD
P -3.223 1.919 -1.244
P -0.791 -0.088 -3.496
C -2.914 1.822 -3.074
C -2.517 0.514 -3.788
H -2.221 2.639 -3.345
H -3.906 2.100 -3.472
H -3.193 -0.298 -3.460
H -2.577 0.630 -4.880
C 0.181 0.894 -4.700
H 1.248 0.679 -4.547
H 0.006 1.966 -4.539
H -0.113 0.603 -5.719
C -0.837 -1.755 -4.241
H -0.801 -1.662 -5.338
H -1.745 -2.310 -3.948
H 0.043 -2.330 -3.909
C -3.822 3.600 -1.034
H -4.003 3.822 0.029
H -4.763 3.701 -1.580
H -3.094 4.328 -1.423
C -4.617 0.853 -0.900
H -4.471 -0.171 -1.269
H -5.507 1.269 -1.381
H -4.802 0.808 0.181
Tc -0.066 0.395 1.379
C 0.700 -1.207 -0.777
C 1.094 0.133 -0.705
C 0.608 1.451 -1.275
C -0.452 2.316 -0.595
C -1.876 1.727 -0.159
C -1.865 0.218 0.256
C -1.762 -0.745 -0.896
C -0.638 -1.803 -0.871
C -0.926 -0.016 3.162
H 1.448 -1.927 -0.506
H 2.182 0.204 -0.594
H 0.388 1.393 -2.354
H 1.518 2.081 -1.316
H 0.055 2.959 0.165
H -0.724 3.087 -1.350
H -2.086 2.309 0.770
H -2.765 -0.078 0.845
H -1.588 -0.039 -1.725
H -2.723 -1.261 -1.132
H -0.857 -2.471 -0.015
H -0.703 -2.441 -1.761
H -0.762 -1.035 3.536
H -2.007 0.156 3.093
H -0.505 0.682 3.906
C 4.641 -0.946 1.830
C 3.463 -1.634 2.514
C 3.736 -3.124 2.623
O 2.321 -1.503 1.672
B 1.602 -0.420 2.169
O 2.111 0.103 3.376
C 3.001 -0.910 3.841
C 2.241 -1.834 4.795
C 4.094 -0.215 4.623
H 5.561 -1.101 2.406
H 4.479 0.128 1.711
H 4.802 -1.378 0.834
H 3.992 -3.533 1.637
H 4.589 -3.306 3.290
H 2.865 -3.670 3.003
H 2.936 -2.529 5.280
H 1.772 -1.227 5.579
H 1.454 -2.405 4.293
H 4.643 0.512 4.017
H 3.644 0.318 5.474
H 4.802 -0.947 5.026
```



Entry from the OMol25 dataset: a 5-piece molecular cluster, C21H43F3N4O10S overall at a distorted geometry (ωB97M-V/def2-TZVPD).

Calculated values
- Lowest unoccupied orbital energy: 0.284 eV
- Orbital gap: 0.323 hartree
- E: -67887.3991 eV
- Net charge: 0

Geometry as XYZ:
```
82
C21H43F3N4O10S | the OMol25 dataset | ωB97M-V/def2-TZVPD
O -1.239 1.673 1.040
S -1.208 0.566 -0.069
O 0.441 0.146 -0.223
C 0.689 -0.453 -1.567
C -0.231 -1.797 -1.756
C 0.351 -2.813 -2.950
C 0.856 -4.274 -2.325
O 0.727 -5.391 -3.277
C -0.482 -6.205 -2.994
C -0.255 -7.379 -1.871
F 0.403 -6.935 -0.621
F 0.633 -8.444 -2.464
F -1.598 -7.967 -1.510
C -1.835 -1.516 -1.970
C -2.595 -1.641 -0.515
C -4.258 -1.530 -0.658
O -4.742 -0.144 -0.754
O -5.424 0.031 0.373
O -2.045 -0.784 0.545
H 1.821 -0.826 -1.532
H 0.555 0.310 -2.449
H -0.129 -2.434 -0.752
H 1.310 -2.247 -3.375
H -0.399 -2.934 -3.845
H 1.993 -4.150 -2.075
H 0.169 -4.507 -1.407
H -0.747 -6.753 -4.020
H -1.419 -5.500 -2.773
H -2.241 -2.429 -2.623
H -2.094 -0.552 -2.579
H -2.411 -2.764 -0.155
H -4.678 -2.001 0.352
H -4.617 -2.243 -1.517
H -4.786 0.052 1.149
C 2.388 4.397 -1.116
O 1.589 3.967 -1.939
N 2.506 3.961 0.187
C 3.478 4.521 1.102
C 1.629 2.909 0.657
H 3.100 5.198 -1.370
H 4.145 3.724 1.441
H 2.952 4.950 1.959
H 4.071 5.303 0.618
H 1.778 2.018 0.039
H 0.591 3.238 0.555
H 1.838 2.670 1.703
C 2.244 6.100 4.680
O 1.866 5.334 3.802
N 3.314 5.884 5.522
C 3.700 6.841 6.538
C 4.078 4.661 5.387
H 1.734 7.058 4.866
H 4.727 7.165 6.348
H 3.643 6.359 7.518
H 3.041 7.713 6.529
H 4.491 4.609 4.375
H 3.411 3.806 5.540
H 4.890 4.630 6.119
C 1.897 2.396 5.146
O 2.854 2.190 5.882
N 0.788 1.585 5.031
C -0.306 1.899 4.135
C 0.713 0.380 5.830
H 1.853 3.285 4.495
H -1.224 2.001 4.720
H -0.418 1.084 3.414
H -0.119 2.832 3.595
H 0.764 0.652 6.889
H 1.567 -0.260 5.589
H -0.218 -0.157 5.632
C -3.282 -2.248 -5.721
O -3.175 -2.347 -4.505
N -3.320 -3.302 -6.608
C -3.449 -3.102 -8.037
C -3.228 -4.654 -6.097
H -3.359 -1.265 -6.213
H -4.358 -3.602 -8.383
H -2.578 -3.538 -8.535
H -3.507 -2.039 -8.282
H -4.056 -4.829 -5.403
H -2.285 -4.766 -5.554
H -3.272 -5.380 -6.913
```



Entry from the OMol25 dataset: a 2-piece molecular cluster, C21H43N2O4S overall at a distorted geometry (ωB97M-V/def2-TZVPD).

Calculated values
- Lowest unoccupied orbital energy: -3.303 eV
- Orbital gap: 0.314 hartree
- E: -44472.0623 eV
- Net charge: +1

Geometry as XYZ:
```
71
C21H43N2O4S | the OMol25 dataset | ωB97M-V/def2-TZVPD
C 1.434 0.467 2.584
C 2.865 0.250 2.104
C 3.569 1.533 1.707
C 4.951 1.307 1.098
C 4.990 0.740 -0.325
C 4.116 1.497 -1.338
C 2.708 0.982 -1.557
N 2.540 -0.322 -2.316
S 4.030 -0.852 -3.173
C 2.227 -1.454 -1.377
C 1.962 -2.767 -2.080
O 1.043 -2.697 -3.146
C 1.158 -1.593 -4.012
C 1.390 -0.251 -3.323
C 0.096 0.344 -2.758
C -0.899 -0.621 -2.105
N -1.858 0.117 -1.283
C -1.204 0.769 -0.116
C -1.169 2.307 -0.264
C -2.840 -0.847 -0.802
C -4.255 -0.624 -1.230
O -2.520 -1.778 -0.060
H 1.348 1.324 3.246
H 0.761 0.640 1.743
H 1.070 -0.418 3.098
H 2.850 -0.480 1.291
H 3.443 -0.217 2.900
H 2.962 2.130 1.020
H 3.687 2.148 2.597
H 5.541 2.220 1.132
H 5.471 0.588 1.734
H 6.016 0.850 -0.672
H 4.800 -0.331 -0.332
H 3.980 2.502 -0.933
H 4.638 1.652 -2.277
H 2.235 0.839 -0.588
H 2.129 1.746 -2.065
H 4.118 0.171 -4.039
H 3.068 -1.589 -0.699
H 1.392 -1.129 -0.765
H 2.884 -3.253 -2.398
H 1.516 -3.423 -1.334
H 1.891 -1.779 -4.795
H 0.198 -1.499 -4.515
H 1.737 0.432 -4.097
H 0.275 1.170 -2.077
H -0.411 0.787 -3.613
H -1.463 -1.120 -2.893
H -0.436 -1.419 -1.523
H -0.171 0.424 -0.061
H -1.713 0.506 0.802
H -1.627 2.812 0.579
H -1.720 2.580 -1.160
H -0.153 2.674 -0.395
H -4.865 -1.365 -0.725
H -4.592 0.356 -0.904
H -4.384 -0.764 -2.300
O -6.550 1.409 2.049
C -5.874 0.739 2.774
O -4.995 -0.120 2.215
C -3.993 -0.822 2.956
C -4.505 -2.116 3.549
C -6.013 0.778 4.277
H -3.550 -0.169 3.711
H -3.215 -1.031 2.222
H -5.294 -1.938 4.280
H -3.695 -2.653 4.042
H -4.918 -2.750 2.765
H -6.808 0.094 4.569
H -6.300 1.786 4.563
H -5.105 0.521 4.817
```



Entry from the OMol25 dataset: a 7-piece molecular cluster, C21H44B3IO21 overall at a distorted geometry (ωB97M-V/def2-TZVPD).

Calculated values
- Lowest unoccupied orbital energy: -0.443 eV
- Relative energy (zero: lowest compared OMol25 entry of this formula, charge and spin): 332.2 kJ/mol
- Orbital gap: 0.339 hartree
- E: -75621.2142 eV
- Net charge: 0
- SMILES string: CC[C@@H](I)B1OBOBO1.COC(=O)OC.COC(=O)OC.COC(=O)OC.COC(=O)OC.COC(=O)OC.COC(=O)OC

Geometry as XYZ:
```
90
C21H44B3IO21 | the OMol25 dataset | ωB97M-V/def2-TZVPD
C 1.639 -3.915 1.215
C 1.641 -3.924 -0.457
C 1.620 -5.446 -1.088
I -0.134 -5.592 -2.445
B 2.966 -5.735 -2.012
O 3.337 -4.919 -3.222
B 4.618 -4.267 -2.776
O 5.675 -4.974 -2.012
B 5.116 -6.024 -1.137
O 3.958 -6.819 -1.679
H 1.272 -2.836 1.558
H 2.766 -3.997 1.569
H 0.949 -4.759 1.664
H 0.649 -3.388 -0.839
H 2.575 -3.287 -0.773
H 1.546 -6.265 -0.243
H 4.728 -3.124 -3.118
H 5.453 -6.270 -0.038
C -3.958 -0.109 -2.180
O -3.602 -1.485 -2.292
C -3.404 -1.909 -3.566
O -3.504 -1.226 -4.573
O -3.074 -3.225 -3.525
C -2.835 -3.810 -4.804
H -4.091 0.121 -1.120
H -3.159 0.530 -2.573
H -4.902 0.089 -2.697
H -1.992 -3.319 -5.301
H -3.735 -3.760 -5.426
H -2.580 -4.862 -4.652
C -1.198 3.677 2.478
O -1.572 2.626 1.589
C -0.541 2.103 0.880
O 0.627 2.452 0.947
O -1.034 1.122 0.082
C -0.055 0.476 -0.729
H -2.100 4.021 2.993
H -0.490 3.314 3.230
H -0.776 4.521 1.923
H 0.699 -0.015 -0.106
H 0.413 1.192 -1.413
H -0.560 -0.289 -1.325
C 0.467 4.549 8.500
O 0.822 3.173 8.388
C 1.021 2.749 7.114
O 0.920 3.432 6.107
O 1.350 1.433 7.155
C 1.589 0.848 5.877
H 0.333 4.779 9.561
H 1.265 5.188 8.108
H -0.478 4.747 7.983
H 2.432 1.339 5.379
H 0.689 0.898 5.255
H 1.844 -0.204 6.029
C 5.300 9.522 8.230
O 5.792 8.249 8.643
C 4.884 7.245 8.556
O 3.731 7.352 8.169
O 5.481 6.100 8.976
C 4.637 4.951 8.940
H 6.109 10.249 8.341
H 5.000 9.498 7.178
H 4.465 9.837 8.865
H 4.311 4.744 7.915
H 3.776 5.083 9.602
H 5.216 4.095 9.296
C 2.249 -6.415 -5.590
O 2.102 -6.884 -6.929
C 1.045 -6.353 -7.594
O 0.250 -5.541 -7.146
O 1.025 -6.881 -8.843
C -0.042 -6.409 -9.663
H 3.124 -6.905 -5.154
H 2.417 -5.333 -5.576
H 1.372 -6.679 -4.990
H 0.034 -5.328 -9.812
H -1.011 -6.674 -9.226
H 0.039 -6.897 -10.638
C -8.188 5.160 -3.039
O -7.697 3.825 -2.933
C -7.209 3.316 -4.092
O -7.164 3.894 -5.167
O -6.780 2.052 -3.849
C -6.237 1.387 -4.988
H -8.553 5.465 -2.054
H -7.386 5.844 -3.336
H -9.023 5.209 -3.746
H -5.357 1.920 -5.363
H -6.994 1.286 -5.773
H -5.926 0.386 -4.678
```



Entry from the OMol25 dataset: a 4-piece molecular cluster, C21H44BN4O8S3 overall at a distorted geometry (ωB97M-V/def2-TZVPD).

Calculated values
- Lowest unoccupied orbital energy: -2.291 eV
- Orbital gap: 0.328 hartree
- E: -78008.9436 eV
- Net charge: +1

Geometry as XYZ:
```
81
C21H44BN4O8S3 | the OMol25 dataset | ωB97M-V/def2-TZVPD
C -3.545 -6.502 -0.672
C -2.951 -5.076 -0.538
B -1.614 -4.872 -1.355
O -1.296 -5.653 -2.420
C -0.645 -3.698 -0.891
N -1.025 -2.424 -0.927
C 0.011 -1.619 -0.443
C -0.097 -0.147 -0.336
C -0.018 0.607 -1.666
C -1.258 0.496 -2.521
O -2.396 0.868 -1.749
C 1.017 -2.471 -0.119
N 2.261 -2.144 0.406
N 0.596 -3.765 -0.417
C 1.403 -4.963 -0.257
N 0.607 -6.057 0.261
H -2.830 -7.216 -1.067
H -4.461 -6.490 -1.250
H -3.820 -6.847 0.319
H -2.666 -4.931 0.504
H -3.706 -4.338 -0.807
H -2.095 -5.855 -2.921
H -1.923 -2.123 -1.265
H -1.063 0.067 0.108
H 0.671 0.237 0.326
H 0.857 0.292 -2.232
H 0.115 1.659 -1.433
H -1.148 1.218 -3.332
H -1.371 -0.494 -2.971
H -3.182 0.720 -2.280
H 2.211 -1.294 0.955
H 2.567 -2.859 1.057
H 1.928 -5.206 -1.178
H 2.175 -4.726 0.465
H 0.161 -6.520 -0.526
H 1.205 -6.771 0.657
C 7.226 0.531 1.065
C 5.953 1.262 0.616
C 4.849 0.208 0.462
S 5.264 -1.117 1.609
O 5.562 -2.308 0.854
O 4.297 -1.143 2.681
C 6.796 -0.405 2.191
H 7.995 1.225 1.399
H 7.633 -0.049 0.234
H 5.664 1.990 1.376
H 6.106 1.805 -0.315
H 3.867 0.602 0.716
H 4.830 -0.219 -0.539
H 7.508 -1.201 2.396
H 6.576 0.146 3.105
C -3.476 2.637 3.526
C -4.144 2.267 2.196
C -3.278 1.189 1.533
S -2.460 0.309 2.875
O -1.039 0.544 2.776
O -2.988 -1.031 2.964
C -3.122 1.313 4.198
H -4.130 3.238 4.154
H -2.568 3.214 3.336
H -5.143 1.871 2.389
H -4.254 3.134 1.546
H -3.869 0.481 0.958
H -2.506 1.627 0.902
H -2.378 1.408 4.985
H -4.010 0.810 4.578
C -0.198 6.205 -2.843
C -1.679 5.910 -3.118
C -2.115 4.806 -2.145
S -1.065 4.976 -0.695
O -0.235 3.799 -0.585
O -1.849 5.433 0.421
C -0.071 6.322 -1.327
H 0.132 7.115 -3.341
H 0.418 5.380 -3.206
H -2.269 6.811 -2.941
H -1.846 5.609 -4.151
H -3.152 4.909 -1.839
H -1.949 3.812 -2.557
H 0.949 6.219 -0.964
H -0.508 7.251 -0.962
```